[1]
The following is a quantum chemistry calculation of C55H63BBr2FN10O22P2Si as an isolated structure in a non-equilibrium geometry, from the Open Molecules 2025 dataset.

Geometry as XYZ:
```
157
Properties=species:S:1:pos:R:3:mulliken_charge:R:1
C 2.7573 -0.2092 -0.7697 -0.731
C 1.7516 -1.2788 -1.3180 0.287
O 2.1506 -2.3519 -1.7174 -0.538
O 0.3492 -1.0796 -1.3358 -0.211
C -0.0434 -0.2804 -2.4751 -0.854
C -1.3261 0.6003 -2.0266 0.286
C -1.1673 1.9792 -2.7365 -1.998
C -2.3357 3.0634 -2.6801 2.224
P -3.9759 2.0634 -2.8981 -0.463
P -4.6533 0.9277 -1.2373 1.099
O -5.1546 -0.3878 -1.8148 -0.730
O -3.6294 0.4908 0.0030 -0.268
O -6.0530 1.5479 -0.4832 -0.491
C -2.1539 3.8460 -4.0954 -0.357
C -2.7471 3.1924 -5.3706 -0.708
Br -1.5510 2.1209 -6.5624 -0.109
C -4.0240 3.3100 -5.8949 0.080
C -5.1243 4.1426 -5.1626 -0.815
Br -4.5944 2.4576 -7.5810 -0.099
C -2.3519 5.3938 -4.0941 -0.103
N -1.4707 5.9422 -5.2079 -0.645
C -2.1307 6.8327 -5.8121 0.659
O -2.4450 7.8113 -6.3487 -0.367
N -1.8638 6.1010 -2.8472 0.050
B -0.3861 6.1411 -2.7070 0.532
O 0.2482 7.4098 -2.8322 -0.581
O 0.4937 5.0312 -2.5165 -0.561
C -2.6061 5.3531 -1.8508 -1.331
N -3.6154 6.0489 -1.3544 0.946
F -3.8173 7.3294 -1.7373 -0.210
C -4.6061 5.5124 -0.4003 -0.631
O -5.2345 4.3174 -0.8602 0.009
C -6.6635 4.5110 -0.6598 0.486
C -7.1831 4.1082 0.7796 -0.834
O -7.3345 4.9620 -1.5378 -0.463
N -2.3712 3.9905 -1.5323 1.165
Si -1.6079 3.7231 0.0192 0.614
C -2.9207 3.2188 1.3581 -0.556
C -0.1054 2.6578 0.3428 -0.919
C -1.0807 5.4761 0.6953 -1.053
H 2.2353 0.5582 -0.1166 0.117
H 3.3291 0.3125 -1.5966 0.391
H 3.5167 -0.7151 -0.1152 0.557
H -0.2939 -0.9663 -3.3329 0.245
H 0.7695 0.4678 -2.7536 0.382
H -1.2935 0.5738 -0.9076 -0.475
H -2.2029 -0.0336 -2.3470 0.822
H -0.1918 2.5227 -2.5099 0.333
H -1.0387 1.6998 -3.8372 0.153
H -3.5552 1.0592 -3.8472 0.172
H -4.1898 0.1565 0.7311 0.177
H -6.3438 0.8482 0.1448 0.332
H -1.0280 3.7710 -4.2876 0.527
H -4.9171 4.3903 -4.0882 -0.023
H -6.0729 3.5124 -5.1609 0.427
H -5.3951 5.0567 -5.7840 0.349
H -3.3752 5.8051 -4.2841 0.516
H 0.7369 7.6291 -2.0169 0.336
H 0.8106 4.6787 -3.3705 0.313
H -5.4305 6.2907 -0.2831 0.558
H -4.1564 5.4344 0.6418 0.089
H -6.4292 3.3953 1.2432 0.186
H -7.1818 5.0414 1.4098 0.273
H -8.1638 3.5647 0.7567 0.356
H -3.9052 2.9253 0.8683 -0.289
H -3.1721 4.0683 2.0569 0.539
H -2.4988 2.3894 2.0021 0.313
H 0.6460 2.5063 -0.4780 0.179
H -0.4542 1.6636 0.7632 -0.110
H 0.4891 3.1070 1.2046 0.628
H -0.8217 5.2569 1.7832 0.428
H -1.9318 6.2091 0.7277 0.234
H -0.1315 5.8534 0.2246 0.229
C 2.2913 -2.8588 5.0259 -0.484
C 2.9308 -2.3237 3.9130 -0.616
C 2.3766 -1.2384 3.2490 -0.220
C 1.1829 -0.6942 3.7113 0.094
C 0.5333 -1.2280 4.8188 -0.454
C 1.0927 -2.3150 5.4757 -0.497
N 0.6078 0.4657 3.0278 1.011
O 1.1924 0.8985 2.0456 -0.516
O -0.4250 0.9404 3.4760 -0.627
H 2.7297 -3.7036 5.5460 0.409
H 3.8637 -2.7523 3.5654 0.419
H 2.8829 -0.8294 2.3831 0.506
H -0.3990 -0.8107 5.1794 0.506
H 0.5969 -2.7378 6.3417 0.439
C -4.7187 -4.5192 0.3117 -0.689
C -4.4636 -3.1896 0.6284 -0.081
C -4.1994 -2.8272 1.9417 -0.191
C -4.1885 -3.8038 2.9299 -0.247
C -4.4500 -5.1335 2.6243 -0.508
C -4.7166 -5.4891 1.3079 -0.444
N -3.8837 -3.4247 4.3120 1.192
O -3.6770 -2.2440 4.5457 -0.638
O -3.8485 -4.3088 5.1517 -0.673
H -4.9191 -4.8007 -0.7163 0.429
H -4.4670 -2.4353 -0.1520 0.490
H -4.0010 -1.7888 2.1781 0.494
H -4.4473 -5.8975 3.3919 0.446
H -4.9188 -6.5237 1.0573 0.378
C 4.2775 -4.2539 -3.4987 -0.571
C 5.5731 -4.7304 -3.6624 -0.415
C 6.1047 -4.8765 -4.9374 -0.389
C 5.3301 -4.5377 -6.0404 -0.028
C 4.0314 -4.0678 -5.8855 -0.273
C 3.5062 -3.9271 -4.6074 -0.476
N 5.8960 -4.6664 -7.3873 1.005
O 7.0316 -5.0995 -7.4870 -0.600
O 5.1999 -4.3291 -8.3304 -0.602
H 3.8671 -4.1355 -2.5015 0.560
H 6.1704 -4.9853 -2.7942 0.449
H 7.1153 -5.2485 -5.0537 0.447
H 3.4227 -3.8072 -6.7427 0.438
H 2.4956 -3.5588 -4.4739 0.458
C 8.2740 -8.5037 0.6324 -0.409
C 8.1112 -7.8637 1.8556 -0.486
C 7.1371 -6.8856 2.0043 -0.256
C 6.3288 -6.5600 0.9217 -0.031
C 6.4899 -7.1897 -0.3068 -0.153
C 7.4680 -8.1648 -0.4483 -0.577
N 5.2822 -5.5454 1.0810 1.013
O 5.1799 -4.9987 2.1678 -0.609
O 4.5708 -5.3081 0.1199 -0.575
H 9.0322 -9.2713 0.5211 0.380
H 8.7428 -8.1301 2.6950 0.372
H 7.0189 -6.3934 2.9617 0.439
H 5.8651 -6.9358 -1.1546 0.502
H 7.6004 -8.6645 -1.4009 0.389
C -3.9131 -3.4354 8.1156 -0.179
C -3.6574 -2.1034 8.4217 -0.396
C -3.3909 -1.7288 9.7322 -0.312
C -3.3786 -2.6980 10.7281 -0.037
C -3.6403 -4.0304 10.4331 -0.301
C -3.9088 -4.3969 9.1204 -0.509
N -3.0728 -2.3100 12.1091 0.998
O -2.8666 -1.1289 12.3346 -0.601
O -3.0383 -3.1902 12.9517 -0.598
H -4.1152 -3.7246 7.0884 0.246
H -3.6631 -1.3567 7.6356 0.426
H -3.1932 -0.6884 9.9589 0.437
H -3.6364 -4.7881 11.2071 0.440
H -4.1113 -5.4339 8.8786 0.396
C 7.7151 4.3375 -3.4199 -0.394
C 8.1764 3.0448 -3.2003 -0.488
C 7.4567 2.1783 -2.3887 -0.312
C 6.2735 2.6166 -1.8058 0.017
C 5.8089 3.9099 -2.0141 -0.267
C 6.5358 4.7713 -2.8246 -0.516
N 5.4982 1.6965 -0.9687 1.007
O 5.9441 0.5764 -0.7921 -0.577
O 4.4450 2.1018 -0.4975 -0.572
H 8.2769 5.0102 -4.0588 0.379
H 9.0968 2.7116 -3.6651 0.379
H 7.8253 1.1733 -2.2245 0.448
H 4.8900 4.2571 -1.5577 0.513
H 6.1817 5.7811 -2.9964 0.374
```

Computed properties:
Total energy (eV): -287912.4685
Frontier orbital gap (eV): 6.67
Charge: +1
E_LUMO (eV): -4.29
HOMO energy (eV): -10.96
M (g/mol): 1495.81

[2]
The following is a quantum chemistry calculation of C55H63BCsF12N13S4 as an isolated structure in a non-equilibrium geometry, from the Open Molecules 2025 dataset.

Geometry as XYZ:
```
149
Properties=species:S:1:pos:R:3:mulliken_charge:R:1
Cs -2.6172 0.3789 0.1327 1.000
C 3.9039 -3.8452 -1.9030 -1.780
C 3.8973 -2.3522 -1.8456 0.491
C 4.9858 -1.6110 -2.1663 -0.672
C 4.9262 -0.1945 -2.0723 0.284
N 3.8739 0.3857 -1.6018 -0.225
N 2.7850 -0.3173 -1.2727 0.212
B 1.8144 0.6448 -0.5972 -1.137
N 2.4591 1.2915 0.6816 0.731
N 3.4980 2.0534 0.9292 -0.840
C 3.6882 2.3912 2.1835 0.170
C 2.8276 1.9546 3.2189 -0.507
C 1.7243 1.1841 2.9439 0.086
C 0.7468 0.7116 3.9659 -1.052
C 1.5711 0.8722 1.5873 0.601
S 0.5009 -0.0942 0.6641 0.669
C 4.8783 3.2884 2.4975 2.409
C 4.3776 4.5643 3.1918 -1.648
C 5.8408 2.5505 3.4386 -1.784
C 5.6149 3.6732 1.2123 -1.646
N 1.1952 1.7520 -1.4624 0.690
N 0.9813 2.8502 -0.7120 -0.267
C 0.2752 3.8331 -1.1583 0.015
C -0.3386 3.7634 -2.4365 -0.840
C -0.1278 2.6866 -3.2312 0.231
C -0.8076 2.5710 -4.5546 -1.798
C 0.7466 1.6285 -2.7572 1.238
S 1.1636 0.3412 -3.7383 -0.466
C 0.1190 5.0533 -0.2665 3.065
C -1.3461 5.1723 0.1721 -1.661
C 1.0099 4.9286 0.9729 -1.600
C 0.5419 6.2955 -1.0659 -2.099
C 2.6744 -1.6804 -1.4561 -0.442
S 1.2356 -2.5141 -1.3814 0.051
C 6.0962 0.6922 -2.4760 2.395
C 7.2849 0.3945 -1.5505 -1.672
C 6.4738 0.3745 -3.9286 -1.888
C 5.7120 2.1684 -2.3553 -1.969
H 4.9128 -4.2225 -2.0769 0.384
H 3.2376 -4.1906 -2.6942 0.331
H 3.5063 -4.2455 -0.9702 0.319
H 5.8983 -2.1023 -2.4828 0.323
H 3.0292 2.2237 4.2475 0.493
H 1.1312 0.8847 4.9695 0.461
H 0.5270 -0.3487 3.8257 -0.002
H -0.2014 1.2450 3.8572 0.043
H 3.8154 4.3325 4.0975 0.347
H 3.7246 5.1326 2.5272 0.241
H 5.2305 5.1871 3.4681 0.488
H 5.3393 2.2500 4.3602 0.320
H 6.6763 3.2019 3.7024 0.471
H 6.2398 1.6540 2.9602 0.337
H 4.9245 4.1291 0.5035 0.290
H 6.0422 2.7894 0.7383 0.134
H 6.4148 4.3804 1.4410 0.511
H -1.0072 4.5469 -2.7688 0.184
H -1.1195 3.5526 -4.9088 0.468
H -1.7037 1.9543 -4.4390 -0.121
H -0.1604 2.0936 -5.2867 0.533
H -1.6185 4.3190 0.7945 0.019
H -2.0213 5.1957 -0.6852 0.331
H -1.4905 6.0863 0.7530 0.516
H 0.7062 4.0751 1.5784 -0.287
H 0.9313 5.8361 1.5765 0.585
H 2.0520 4.7802 0.6812 0.188
H -0.1605 6.5136 -1.8718 0.355
H 1.5312 6.1457 -1.5047 0.362
H 0.5852 7.1641 -0.4056 0.483
H 7.6374 -0.6315 -1.6784 0.349
H 6.9972 0.5306 -0.5061 0.286
H 8.1138 1.0707 -1.7716 0.450
H 6.8246 -0.6546 -4.0291 0.341
H 7.2697 1.0419 -4.2664 0.476
H 5.6097 0.5070 -4.5817 0.368
H 5.3839 2.3971 -1.3420 0.175
H 4.8849 2.3994 -3.0272 0.351
H 6.5659 2.8001 -2.6121 0.497
C -4.9063 -2.5589 0.8019 -1.033
N -4.7932 -1.3953 1.6599 0.878
C -4.8883 -1.7304 3.0740 -0.700
C -4.0844 -2.9514 3.5034 -1.404
N -2.6804 -2.7526 3.2388 -0.218
C -1.7971 -3.6416 3.6064 0.052
C -0.4058 -3.3856 3.3245 -0.280
F -0.0971 -2.2140 2.7237 0.106
C 0.6233 -4.2393 3.6112 -0.077
F 1.8881 -3.9084 3.2822 -0.326
C 0.3901 -5.4503 4.2541 0.584
F 1.4057 -6.3110 4.5326 -0.379
C -0.9190 -5.7535 4.5806 0.095
F -1.1676 -6.9171 5.2161 -0.359
C -1.9621 -4.9075 4.2771 0.509
F -3.2036 -5.3321 4.6491 -0.374
C -5.7803 -0.3870 1.2982 -0.908
C -5.6591 0.9312 2.0705 -1.271
N -4.3471 1.5157 1.9299 0.036
C -3.8404 2.2912 2.8530 -0.750
C -4.4016 2.7964 4.0800 0.547
F -5.7131 2.5829 4.3740 -0.383
C -3.7063 3.5462 5.0020 0.364
F -4.3301 3.9501 6.1221 -0.342
C -2.3854 3.9097 4.8027 0.199
F -1.6823 4.5995 5.7348 -0.370
C -1.8038 3.5201 3.6063 -0.253
F -0.5292 3.8828 3.3464 -0.159
C -2.4961 2.7733 2.6901 0.367
F -1.8425 2.4610 1.5303 -0.027
H -5.8587 -3.1038 0.9361 0.190
H -4.8411 -2.2575 -0.2465 0.187
H -4.0795 -3.2378 1.0068 0.335
H -4.5145 -0.8772 3.6445 0.250
H -5.9430 -1.9057 3.3691 0.252
H -4.2959 -3.0841 4.5754 0.545
H -4.4738 -3.8482 2.9984 0.440
H -5.6968 -0.1921 0.2234 0.458
H -6.8072 -0.7633 1.4831 0.264
H -6.4225 1.6092 1.6610 0.442
H -5.9296 0.7389 3.1116 0.483
C -3.5602 -8.0689 -2.4028 -0.980
N -2.5135 -7.2802 -1.8182 0.085
C -1.2080 -7.8464 -1.5285 -0.595
C -0.4047 -6.6329 -1.0409 -0.481
N -1.2365 -5.5274 -1.4754 0.159
C -2.4664 -5.9144 -1.8717 0.270
S -3.6826 -4.9008 -2.3463 -0.496
H -3.8056 -8.9102 -1.7512 0.294
H -3.2745 -8.4553 -3.3890 0.317
H -4.4296 -7.4257 -2.5163 0.292
H -0.7684 -8.2931 -2.4302 0.292
H -1.2847 -8.6270 -0.7689 0.355
H 0.5843 -6.5805 -1.4966 0.240
H -0.2848 -6.6439 0.0456 0.267
H -1.0209 -4.5663 -1.2691 0.019
F -4.2382 1.4858 -4.2799 -0.264
C -4.2210 1.9938 -2.9267 -0.160
F -3.4238 3.1934 -3.0702 -0.254
H -5.2536 2.3823 -2.8042 -0.045
N -1.5494 0.0191 -8.0796 -0.651
C -2.0734 -0.3383 -7.1186 0.114
C -2.7576 -0.7918 -5.9510 0.601
C -4.0831 -1.2127 -6.0410 -0.432
C -4.7182 -1.6350 -4.8927 -0.729
C -4.0063 -1.6260 -3.7015 -0.130
N -2.7453 -1.2252 -3.6040 -0.026
C -2.1317 -0.8179 -4.7016 -0.076
H -4.5920 -1.1970 -6.9961 0.438
H -5.7482 -1.9631 -4.9142 0.433
H -4.4686 -1.9620 -2.7805 0.137
H -1.1021 -0.5002 -4.5926 0.292
```

Computed properties:
Total energy (eV): -154603.2911
Frontier orbital gap (eV): 4.37
Charge: -2
E_LUMO (eV): 3.10
HOMO energy (eV): -1.28
M (g/mol): 1406.16
ΔE to the lowest compared entry with this formula, charge and spin (kJ/mol): 53.6

[3]
The following is a quantum chemistry calculation of C55H64F12HfN3O6PSSbSi3 as an isolated structure in a non-equilibrium geometry, from the Open Molecules 2025 dataset.

Geometry as XYZ:
```
147
Properties=species:S:1:pos:R:3:mulliken_charge:R:1
Hf -0.0752 0.4208 -0.2027 1.506
C 3.8304 2.4788 -1.8590 -1.864
C 3.1867 1.7921 -3.0326 1.098
C 3.7166 2.0297 -4.2934 -1.053
C 3.2289 1.3724 -5.4071 -1.234
C 2.1540 0.5142 -5.2714 -0.459
C 1.5788 0.2826 -4.0298 0.730
C 0.3572 -0.5751 -3.9322 0.348
C 2.1212 0.8875 -2.8947 0.130
N 1.7706 0.4760 -1.5565 1.214
C 2.8675 -0.1362 -1.0383 -0.418
O 3.8409 -0.5574 -1.6518 -0.759
C 2.8852 -0.1860 0.4520 0.241
C 4.0427 -0.4048 1.1856 -0.738
C 3.9848 -0.2580 2.5648 -1.330
C 2.7927 0.1403 3.1477 -0.639
C 1.6859 0.3501 2.3298 0.774
N 1.7371 0.1648 1.0166 0.845
C 0.4675 1.0774 2.8186 -0.579
O 0.3579 1.3300 4.0080 -0.684
N -0.2905 1.5318 1.7954 0.918
C -1.1581 2.5728 2.2496 0.027
C -0.8451 3.8630 1.8033 0.552
C 0.3487 4.0627 0.9110 -1.060
C -1.5434 4.9470 2.3093 -0.892
C -2.5394 4.7591 3.2521 -0.935
C -2.8236 3.4900 3.7133 -0.734
C -2.1339 2.3784 3.2374 1.309
C -2.4149 1.0414 3.8452 -2.202
H 4.1029 3.4987 -2.1290 0.576
H 4.7478 1.9530 -1.5908 0.474
H 3.1896 2.4995 -0.9735 0.014
H 4.5523 2.7078 -4.3854 0.540
H 3.6832 1.5262 -6.3722 0.438
H 1.7584 -0.0066 -6.1295 0.485
H -0.5180 0.0407 -4.1539 -0.803
H 0.2717 -0.9889 -2.9274 -1.081
H 0.3906 -1.3840 -4.6596 0.682
H 4.9512 -0.6546 0.6640 0.675
H 4.8605 -0.4246 3.1715 0.586
H 2.6894 0.3415 4.2028 0.695
H 0.3630 5.0767 0.5189 0.597
H 0.3782 3.3411 0.0784 -0.351
H 1.2541 3.9147 1.5040 0.503
H -1.2667 5.9451 2.0055 0.630
H -3.0743 5.6057 3.6507 0.440
H -3.5679 3.3524 4.4833 0.493
H -3.4677 0.9328 4.0960 0.454
H -1.8313 0.9508 4.7623 0.578
H -2.1152 0.2196 3.1977 -0.079
F 6.8904 -3.9440 2.7112 -0.267
C 6.0569 -4.9486 2.3707 0.883
F 6.7911 -5.8555 1.7236 -0.278
F 5.6573 -5.5097 3.5225 -0.270
C 4.8983 -4.4316 1.5618 -0.015
C 4.7796 -4.6989 0.2067 -1.219
C 3.7093 -4.1853 -0.5061 -0.510
C 2.7641 -3.3870 0.1253 1.237
C 2.9009 -3.1234 1.4874 -0.226
C 3.9569 -3.6396 2.2075 -1.069
P 1.1972 -2.7672 -0.6478 2.037
C 0.3065 -4.1900 0.1473 1.374
C -0.1881 -3.9635 1.4288 -1.178
C -0.9233 -4.9224 2.0955 -0.752
C -1.1466 -6.1431 1.4783 0.152
C -0.5714 -6.4255 0.2465 -1.194
C 0.1698 -5.4587 -0.4080 -0.378
C -2.0717 -7.1520 2.0998 0.825
F -3.2996 -7.0799 1.5475 -0.264
F -2.2363 -6.9770 3.4128 -0.274
F -1.6576 -8.4140 1.9218 -0.272
C 1.4268 -3.2956 -2.4055 0.150
C 0.4374 -3.9508 -3.1382 -0.689
C 0.5993 -4.1890 -4.4928 -1.459
C 1.7524 -3.7663 -5.1370 0.000
C 2.7423 -3.0984 -4.4272 -1.339
C 2.5735 -2.8617 -3.0765 -0.134
C 1.9311 -3.9510 -6.6195 0.742
F 0.9191 -4.6162 -7.1897 -0.303
F 1.9995 -2.7589 -7.2509 -0.232
F 3.0556 -4.6080 -6.9262 -0.274
H 5.5096 -5.3174 -0.2913 0.532
H 3.6201 -4.4263 -1.5535 0.528
H 2.1557 -2.5299 2.0003 -0.240
H 4.0483 -3.4417 3.2648 0.632
H -0.0333 -3.0102 1.9105 0.271
H -1.3355 -4.7054 3.0676 0.590
H -0.7125 -7.4020 -0.1915 0.504
H 0.6344 -5.7059 -1.3506 0.716
H -0.4729 -4.2844 -2.6663 0.856
H -0.1664 -4.7046 -5.0507 0.556
H 3.6347 -2.7633 -4.9330 0.506
H 3.3383 -2.3041 -2.5581 0.292
C -2.9637 -0.0731 -5.2376 -1.375
Si -3.3943 1.1985 -3.8633 1.277
C -4.9207 0.5770 -2.8847 -1.346
C -3.7557 2.7876 -4.8516 -0.999
Sb -1.6197 1.9944 -1.8997 -2.661
Si -0.4428 3.8898 -3.4641 1.369
C 0.0793 3.1340 -5.1337 -0.796
C -1.6465 5.3306 -3.8434 -1.071
C 1.0660 4.5975 -2.5382 -0.703
Si -3.6679 3.7658 -0.8386 1.060
C -4.4377 3.0858 0.7611 -0.574
C -5.1842 4.0106 -1.9882 -1.301
C -2.8041 5.4520 -0.6049 -1.201
H -3.8442 -0.1619 -5.8693 0.571
H -2.7249 -1.0720 -4.8955 0.353
H -2.1538 0.2658 -5.8765 0.318
H -5.8344 0.9497 -3.3356 0.622
H -4.9066 0.9054 -1.8514 0.202
H -5.0013 -0.5057 -2.8796 0.501
H -4.6784 2.6714 -5.4100 0.476
H -2.9722 2.9911 -5.5705 0.337
H -3.8543 3.6569 -4.2218 0.040
H -0.5938 2.3565 -5.4798 0.011
H 1.0780 2.7176 -5.0755 -0.042
H 0.1077 3.9098 -5.8924 0.710
H -1.8858 5.3495 -4.9013 0.492
H -1.1761 6.2800 -3.6069 0.455
H -2.5774 5.2758 -3.2963 -0.116
H 1.6299 3.8183 -2.0396 -0.372
H 0.7711 5.3355 -1.8002 0.492
H 1.7372 5.0924 -3.2333 0.455
H -5.0990 2.2461 0.5712 0.459
H -5.0397 3.8710 1.2105 0.596
H -3.7084 2.7928 1.5045 -0.524
H -5.5025 3.1169 -2.5073 0.244
H -5.0313 4.7918 -2.7228 0.414
H -6.0130 4.3326 -1.3636 0.491
H -1.7295 5.3874 -0.7274 0.020
H -3.0157 5.8340 0.3884 0.591
H -3.1820 6.1767 -1.3184 0.691
F -3.9764 -0.7808 -0.1714 -0.256
C -3.4074 -0.4451 0.9908 0.302
F -2.6967 0.6913 0.6972 0.045
F -4.3651 -0.1297 1.8354 -0.215
S -2.1223 -1.7711 1.4642 1.659
O -2.2419 -2.0472 2.8396 -0.793
O -2.4506 -2.7882 0.5056 -0.827
O -0.9093 -1.0312 1.0407 -0.520
C -2.2309 -2.1154 -2.4915 -0.087
O -1.5022 -1.3869 -1.4719 1.713
H -1.6170 -2.1796 -3.3873 -0.249
H -3.1698 -1.6024 -2.6964 -0.461
H -2.4633 -3.1171 -2.1335 0.519
H -1.7426 -1.9216 -0.6865 -1.200
```

Computed properties:
Total energy (eV): -159042.5603
Frontier orbital gap (eV): 7.30
Charge: +1
E_LUMO (eV): -3.77
HOMO energy (eV): -11.07
M (g/mol): 1538.66